1.
C4H6ClNO | ωB97M-V/def2-TZVPD

ORCA input file:
```
! RIJCOSX wB97M-V def2-TZVPD def2/J DEFGRID3
* xyz 0 1
H 1.1645 0.8708 0.0270
H 0.0574 -2.1198 1.5908
H -0.2213 1.2483 -1.1860
Cl 1.3500 0.0110 -2.3598
O -0.8566 1.0199 2.5954
H 0.9426 -0.4160 1.6454
C 0.1320 -1.1009 1.1952
H -0.6487 -1.5327 -0.9266
H -2.1450 1.5134 1.0854
C -1.4095 0.7053 1.6316
N -1.1992 -0.5238 0.9269
C 0.4093 0.3846 -0.8169
C -0.2739 -0.6961 -0.2384
*
```

For the LUMO energy, the calculation gives 0.910 eV. Its SMILES is O=CN1C[C@@H]1CCl. The value obtained for the energy above the lowest of the compared OMol25 structures with the same formula, charge and spin is 3.031 eV. Its HOMO energy is -10.16 eV.

---

2.
C38H70BN2O16 | ωB97M-V/def2-TZVPD

ORCA input file:
```
! RIJCOSX wB97M-V def2-TZVPD def2/J DEFGRID3
* xyz 1 1
H 2.3284 -3.3068 -2.1553
H 5.9924 -0.9767 0.0794
H -7.5891 3.3148 5.7224
O -2.0092 2.5465 -0.7878
O -8.4209 3.6425 7.5988
C 0.5531 -0.9059 0.1131
C -2.5089 5.4374 3.0451
H 9.5115 -1.4108 -4.7107
H -9.6789 -2.3722 -2.1217
H 1.6546 3.3466 0.5379
H 3.2093 -0.9226 -2.8688
H -0.3559 3.6851 -1.3797
C 4.2407 0.1927 -0.5908
C 8.6210 2.6731 -7.1826
O -6.7109 -0.6229 -0.4229
H -3.5550 -3.3466 1.3378
H 3.9099 1.0036 -3.4757
O 8.0088 0.4637 -5.8524
H -1.6144 3.3677 -2.6429
N 2.5388 3.2708 0.0466
C 9.6358 -1.6274 -5.7710
H -7.9918 4.9876 6.1306
H 7.6747 2.3992 -7.6465
H 4.4862 -1.8345 0.3774
H 4.3645 1.0856 0.0284
H -9.2839 0.9353 10.6794
C 2.0113 1.0192 -1.5077
H -5.1588 -4.8980 0.3925
H 3.0429 -2.9977 -0.6059
H 2.4424 -1.5284 0.7296
C -2.6618 -5.1860 -1.8760
O -3.0897 6.1903 4.1103
H -4.5928 -6.0957 -1.7022
H 10.4598 -2.3246 -5.8936
C -3.3740 5.4671 5.1937
H 4.9668 -0.4941 1.3942
H 4.2416 -6.3327 0.9988
H 9.1004 3.4388 -7.7858
C 2.0637 -0.5902 0.3276
C 4.8800 1.1825 -3.0093
H 2.9027 -5.6329 -0.0059
O 9.9789 -0.4435 -6.4902
H 1.6387 -1.2145 -2.3161
O 9.5074 1.5535 -7.1457
H 5.5539 -0.6444 -2.1093
C 3.0547 -2.6619 -1.6453
H 0.0977 -2.5423 -1.1559
H -8.5897 0.1756 9.2388
C -3.3019 -3.8780 0.4207
H 4.9022 2.2495 -2.7567
C -2.0645 -3.6499 -0.1492
C 0.2178 -2.4179 -0.0744
C 4.4166 -3.1496 -2.2197
H -1.3396 2.6497 1.2092
C -1.0579 2.9533 -1.7987
H -6.9931 1.4034 -0.7914
H 5.4770 -4.1323 -0.0970
H 5.6603 1.0519 -3.7662
H 8.7305 -2.0758 -6.1777
H -1.7131 -1.7606 0.7541
H 1.7961 -0.2455 2.3894
O -3.9076 6.2758 6.1057
H -4.6853 6.3841 7.9879
O 2.7108 3.3190 -2.3518
N 2.8174 -0.1302 -0.8943
O -0.1291 -0.2107 -0.9217
C 2.1728 0.3557 1.5533
C -1.7840 3.2442 0.3842
C -1.1474 -2.6845 0.5962
O -8.8690 2.2355 9.1732
H 3.2507 2.8841 0.6533
H -9.2928 3.8611 5.7233
C -8.8198 2.3941 7.8512
H 5.2469 -2.7603 -1.6251
H 1.4914 1.2043 1.4943
C 0.4868 1.0258 -1.1762
C 4.9834 -5.0062 -0.5421
H -5.0162 4.8610 7.1548
C -7.4957 -1.1031 -1.3912
H 2.3142 4.1841 -2.1588
O -2.0837 4.4072 0.5308
H 3.7278 -4.6961 1.2344
H 1.0211 -3.0597 0.2902
H -3.3865 5.2005 7.8099
H -10.2932 0.7215 9.2410
B 2.4331 2.5604 -1.2461
H -5.5727 0.9541 0.1651
C -6.1878 0.6780 -0.6879
C 4.9458 -0.8457 0.3570
C 2.6720 -1.2108 -1.9603
H -2.4313 -5.7235 -2.7903
H -1.0539 1.0531 -2.7236
C 9.0614 0.5197 -6.4384
C 4.4553 -4.6895 -1.9754
C -8.3234 3.9552 6.2098
C 5.2306 0.3477 -1.7711
C -8.7711 -2.9533 -1.9694
C -4.2644 5.6293 7.3295
C 3.8777 -5.4571 0.4544
H 8.4553 3.0655 -6.1804
H 3.1930 0.6265 1.8245
H -5.5671 0.6684 -1.5830
H 4.5103 -2.9168 -3.2844
H 5.7676 -5.7644 -0.6151
H 0.3572 2.0188 -3.1525
H 0.0497 -0.6456 1.0572
H 0.3311 1.6783 -0.2958
O -3.1805 4.2848 5.3216
H -0.9414 -3.1457 1.5716
H 2.0511 0.9166 -2.5939
H -3.1937 4.6652 2.7059
H -0.7934 -4.1593 -1.7929
H 5.1372 -5.1649 -2.6846
O -7.9144 -2.3127 -1.0216
C -0.2895 1.7249 -2.3188
C -1.7544 -4.3130 -1.3116
O -7.7735 -0.5405 -2.4163
H -1.5616 4.9988 3.3608
C -3.8682 -5.4037 -1.2825
C -4.2162 -4.7414 -0.1193
H 6.1411 0.7794 -1.3420
H -9.0383 -3.9210 -1.5533
H 3.4446 -5.0981 -2.0691
H -8.2527 -3.1063 -2.9146
C -9.2853 0.9348 9.5929
H -2.3219 6.1225 2.2269
O -9.0874 1.5596 7.0280
*
```

For the LUMO energy, the calculation gives -2.170 eV. The value obtained for the energy above the lowest of the compared OMol25 structures with the same formula, charge and spin is 0.000 eV. Its HOMO energy is -11.06 eV.

---

3.
C16H30AsBr2PReSe3Te | ωB97M-V/def2-TZVPD

ORCA input file:
```
! RIJCOSX wB97M-V def2-TZVPD def2/J DEFGRID3
* xyz 2 4
H -0.4338 2.4524 3.0745
H -1.9982 0.4219 -3.1028
H 3.0660 -3.1857 4.0192
H -4.9125 5.4092 -0.9870
H 1.0024 -4.8386 0.5786
C -4.2547 4.8844 -2.9591
C 4.7851 -1.8249 1.8862
H -3.5688 0.2335 0.8994
H -1.5032 3.0404 -3.6581
H -0.8098 3.2513 -0.0736
H 3.2444 -0.6611 2.8553
Se 1.3467 -1.0157 -1.7207
H -0.1959 2.7361 -1.6575
C -1.0848 2.7812 -1.0217
Re 0.3735 -0.3970 0.3112
C 1.2923 -2.8738 2.7984
C -3.1511 4.2057 -0.9408
P 1.9578 -1.9938 1.3257
H 1.7254 -4.2647 4.3542
As -1.6191 0.8974 -0.5992
H 5.1079 -2.0886 0.8838
C -3.2914 4.2235 -3.7105
Se 0.7720 0.1137 -3.6350
H -3.9220 1.7225 -0.0046
Se 1.7046 -3.6800 -4.3259
H 0.8599 1.5056 3.8951
H 0.4493 -3.4666 2.4320
H 1.6632 -4.8413 -1.0526
C 0.2626 1.6189 2.9908
H 3.5687 -0.2086 1.1755
H -2.6932 -0.8458 -2.0756
C 2.2697 -3.7636 3.5568
H 0.5297 -3.5736 -0.5654
H -5.0650 5.3975 -3.4499
C -2.5528 0.2325 -2.1839
H -3.5332 0.7102 -2.2614
H 3.0476 -2.8953 -0.6302
C -2.2715 3.5410 -3.0802
H 0.8957 -2.1249 3.4884
C 3.4666 -1.0602 1.8591
C 1.3612 -4.2017 -0.2263
C -3.1579 1.1874 0.5642
Br 1.4397 1.9279 1.4725
H -2.8996 1.7869 1.4387
C -4.1754 4.8825 -1.5724
H -3.3422 4.2419 -4.7881
C -2.1917 3.5156 -1.6872
Te 1.4479 -1.6109 -5.4317
C 2.5395 -3.3444 0.2321
Br -0.7281 -0.0155 2.6549
H 3.2706 -3.9458 0.7773
H -3.0738 4.2339 0.1390
H 4.7307 -2.7247 2.4905
H 5.5426 -1.1763 2.3204
H 2.7083 -4.5337 2.9291
*
```

The expectation value of S² is 4.221. For the LUMO energy (alpha / beta), the calculation gives -8.289 / -7.391 eV. The value obtained for the energy above the lowest of the compared OMol25 structures with the same formula, charge and spin is 2.472 eV. Its HOMO energy (alpha / beta) is -13.35 / -13.61 eV.

---

4.
C4H8NO | ωB97M-V/def2-TZVPD

ORCA input file:
```
! RIJCOSX wB97M-V def2-TZVPD def2/J DEFGRID3
* xyz 1 1
H -0.0985 -2.2087 -0.5472
H 1.4444 -0.4420 -1.4935
N -0.7345 0.8305 1.4363
H 1.0935 -0.7124 2.4123
C 0.3641 -0.3691 -1.6072
C -0.4961 1.9662 1.0035
C 0.0656 -0.6140 0.7839
C -0.3640 -1.1493 -0.4819
H 0.0914 -0.8186 -2.5574
H -1.0602 2.7677 1.4674
O 0.8465 -1.1721 1.5827
H -1.4395 -1.0127 -0.6110
H 0.0704 0.6770 -1.6259
H 0.2169 2.2574 0.2380
*
```

For the LUMO energy, the calculation gives -5.373 eV. Its SMILES is C=[N+]=C(O)CC. The value obtained for the energy above the lowest of the compared OMol25 structures with the same formula, charge and spin is 2.563 eV. Its HOMO energy is -15.15 eV.

---

5.
C31H52BN10O2P2Ti | ωB97M-V/def2-TZVPD

ORCA input file:
```
! RIJCOSX wB97M-V def2-TZVPD def2/J DEFGRID3
* xyz 2 2
C 0.5629 4.2077 1.3965
H -2.2620 1.5216 2.9975
H -1.6889 -1.6660 4.3354
C -0.9054 3.6399 -2.5977
H 4.5883 -0.3488 1.9576
C 2.4835 -1.6625 -1.6724
H -2.7195 -2.0517 2.9555
C -2.6266 -2.7045 -2.1481
C -3.3660 0.9703 -2.1074
C -0.3027 4.9106 -3.0921
H -0.2669 5.6639 -2.3052
P 2.1519 -0.2332 1.9423
H -1.1475 1.9507 4.3023
H -6.3964 -3.7546 -0.4606
H 0.1823 -3.7385 4.9053
H -4.4987 -3.2861 -2.9496
H -1.9990 -3.3571 3.9434
H 4.8095 2.9970 -2.6547
B 1.0034 3.0686 -0.9199
H -1.4090 -2.9299 -0.3701
N -0.0218 2.0849 1.1789
H 4.0824 -2.3625 5.9484
C 3.1329 1.9410 -1.9100
C 3.8061 -0.4757 1.2094
H 1.1613 6.1744 1.9167
H 2.5395 2.1492 2.2126
C -5.0088 -4.1705 0.9729
O -1.9895 -0.2344 0.5008
C -1.2096 1.5888 3.2779
H -4.2448 1.4766 -2.5043
C 1.0318 -2.2821 3.5687
H 3.9620 0.2632 0.4234
C 1.1635 5.5256 1.0445
H 0.7118 4.7572 -3.4557
H -5.4203 -3.7241 2.9207
N -4.7729 -4.1565 2.2849
C -0.4701 2.5046 2.3631
H -5.1512 -5.0519 -1.5974
C 3.2261 -1.5137 4.1853
C -4.1977 -4.5964 -1.3223
H 4.3990 0.3295 -2.7282
C -2.1315 3.0772 -2.9011
C 1.0372 -3.1061 4.6970
H -3.2037 0.0902 -2.7346
H 2.1899 5.4142 0.6993
H -0.9964 -0.7145 -2.1988
C -0.3033 -4.1096 1.9036
H -4.6425 -2.4827 -1.4001
C 2.1167 -3.1380 5.5575
H 0.5958 6.0177 0.2551
H 3.5004 -2.0506 -1.6774
C -4.0545 -3.2142 -1.9552
H -3.6000 0.6547 -1.0939
C -1.8351 -2.3657 3.5128
N -6.2005 -3.7926 0.5233
N -1.0806 1.7507 -1.4364
N 1.5681 0.5841 -1.1128
H -3.4334 -5.2801 -1.6934
H 2.1031 -3.7788 6.4273
C -2.6155 -1.3004 0.0767
H -0.7956 0.5758 3.2412
C 2.4503 1.3013 2.8924
H -2.6590 -1.9436 -2.9318
H 3.3676 1.2129 3.4752
N -0.6978 -1.3108 -1.4250
C -2.2067 1.9103 -2.1488
C 3.2244 -2.3427 5.2905
H 3.9000 -1.4697 0.7739
O -3.6817 -1.6709 0.5220
H 1.9931 -2.0684 -2.5614
H -2.0175 -3.5133 -2.5648
N 1.9679 1.8889 -1.2413
C 2.5116 -0.1698 -1.6896
H 0.0271 -1.9087 -1.8062
H 1.9847 -2.0480 -0.7800
H -6.9092 -3.4530 1.1501
H -0.1955 -4.7703 2.7655
H 0.5307 -4.2882 1.2258
C -1.8426 -2.1153 -0.9623
P -0.3686 -2.3369 2.4008
C 3.5076 0.6426 -2.2151
H -3.8519 -4.3492 2.6387
H -0.9029 5.3051 -3.9085
H -2.8791 3.4699 -3.5662
H 1.5159 4.0888 -1.2444
H 3.2720 3.8079 -2.9491
H 3.9772 3.8254 -1.3366
C 3.8340 3.2168 -2.2275
N -4.0842 -4.6296 0.1370
C -0.1251 3.8377 2.5443
C 2.1337 -1.4599 3.3139
H 4.0933 -0.8916 4.0108
N -0.2924 2.8326 -1.7189
H -3.1873 -4.8477 0.5377
Ti -0.2172 0.3682 0.0455
H -1.2255 -4.3747 1.3784
H -0.3348 4.4559 3.3983
H 1.6245 1.4931 3.5742
N 0.6213 3.1380 0.5851
*
```

The expectation value of S² is 0.753. For the LUMO energy (alpha / beta), the calculation gives -4.573 / -4.330 eV. The value obtained for the energy above the lowest of the compared OMol25 structures with the same formula, charge and spin is 0.262 eV. Its HOMO energy (alpha / beta) is -12.74 / -12.82 eV.

---

6.
C3H12N4 | ωB97M-V/def2-TZVPD

ORCA input file:
```
! RIJCOSX wB97M-V def2-TZVPD def2/J DEFGRID3
* xyz 0 1
N 1.0854 -0.0025 -2.4986
H -0.3491 0.7239 3.0061
N -0.3113 -0.6115 1.3338
H -1.4381 1.1146 1.6581
H -0.0040 -1.4271 1.8549
H 1.4451 -0.8082 0.2379
H -0.0989 1.6481 -0.0232
H 1.4850 0.5359 1.4041
C -1.0052 0.2943 2.2325
H 1.6843 0.8215 -2.2969
H -1.6428 -0.7807 -0.9447
H -1.8202 -0.2413 2.7185
H -0.3513 -1.7272 -1.3013
C 0.8487 0.0026 0.6718
N -0.8864 -0.9227 -1.6010
H 1.5936 -0.8200 -2.1776
H -0.6579 1.0492 -2.1680
N 0.5028 0.9172 -0.3819
C -0.0797 0.2341 -1.7243
*
```

For the LUMO energy, the calculation gives 0.958 eV. Its SMILES is CNCNC(N)N. The value obtained for the energy above the lowest of the compared OMol25 structures with the same formula, charge and spin is 0.965 eV. Its HOMO energy is -8.52 eV.